The following is a DFT calculation (ωB97M-V/def2-TZVPD) of 2 unconnected molecules or ions with the total composition C4H9NOS.

Output
* LUMO level: -0.017 hartree
* net charge: 0
* HOMO-LUMO gap: 8.85 eV
* energy relative to the best compared isomer or geometry (same formula, charge and spin): 81.5 kcal/mol

Atoms and positions in Å:
S  3.16  -0.17  0.53
O  3.83  0.45  -0.58
N  2.58  -1.47  0.10
C  -0.44  1.55  -0.31
C  -0.97  0.37  -0.09
C  -0.54  -0.68  -1.04
C  -1.83  0.23  1.07
H  0.55  -0.90  -0.95
H  -1.67  1.09  1.84
H  -0.75  -0.44  -2.22
H  -0.75  2.42  0.24
H  0.32  1.54  -1.23
H  -1.04  -1.66  -0.89
H  2.03  -2.00  0.89
H  -2.88  0.23  0.80
H  -1.60  -0.55  1.84

Atomic partial charges in e from the Mulliken method, atoms 1 to 5: S 0.54; O -0.42; N -0.44; C -0.94; C 0.99